{
  "formula": "C55H47N8OOsP2S4Se2",
  "method": "wB97M-V/def2-TZVPD",
  "multiplicity": 5,
  "charge": 1,
  "de_lowest_kcal_mol": 51.1,
  "s_squared": 6.019,
  "e_tot_ev": -266836.838,
  "gap_ha": [0.2546, 0.1272],
  "fmax_ev_per_a": 2.6,
  "species": ["Os", "C", "N", "C", "C", "C", "C", "C", "N", "C", "C", "C", "C", "C", "C", "H", "H", "H", "H", "H", "H", "H", "H", "H", "H", "H", "Se", "P", "C", "C", "C", "C", "C", "C", "C", "C", "C", "C", "C", "C", "C", "C", "N", "N", "N", "P", "Se", "C", "C", "C", "C", "C", "C", "C", "C", "C", "C", "C", "C", "H", "H", "H", "H", "H", "H", "H", "H", "H", "H", "H", "H", "H", "H", "H", "H", "H", "H", "H", "H", "O", "C", "C", "C", "C", "C", "S", "C", "C", "C", "C", "S", "C", "C", "C", "C", "S", "H", "H", "H", "H", "H", "H", "H", "H", "H", "C", "C", "C", "N", "N", "C", "N", "S", "H", "H", "H", "H", "H", "H", "H"],
  "positions_angstrom": [[0.99, -0.08, 2.10], [-0.82, -2.57, 3.76], [0.18, -1.53, 3.71], [0.91, -1.40, 4.78], [1.98, -0.50, 4.80], [2.94, -0.16, 5.76], [3.76, 0.79, 5.16], [3.27, 1.00, 3.88], [2.22, 0.21, 3.64], [-2.24, -2.15, 3.47], [-2.53, -1.09, 2.62], [-3.85, -0.71, 2.39], [-4.88, -1.44, 2.95], [-4.60, -2.53, 3.76], [-3.29, -2.86, 4.04], [-0.81, -3.04, 4.75], [-0.55, -3.36, 3.05], [0.70, -1.98, 5.67], [3.01, -0.57, 6.75], [4.60, 1.29, 5.59], [3.63, 1.70, 3.14], [-1.72, -0.54, 2.16], [-4.07, 0.14, 1.77], [-5.91, -1.17, 2.75], [-5.40, -3.11, 4.19], [-3.08, -3.69, 4.70], [-3.92, 1.51, -2.34], [-1.88, 1.54, -2.94], [-1.23, 3.20, -3.21], [-2.11, 4.27, -3.24], [-1.65, 5.54, -3.55], [-0.30, 5.73, -3.82], [0.58, 4.67, -3.78], [0.12, 3.40, -3.48], [-1.73, 0.65, -4.52], [-2.32, -0.60, -4.61], [-2.34, -1.28, -5.81], [-1.79, -0.68, -6.94], [-1.21, 0.57, -6.85], [-1.17, 1.24, -5.65], [-0.91, 0.89, -1.58], [-0.48, -0.25, -0.89], [-0.17, 0.20, 0.36], [-0.38, 1.50, 0.41], [-0.81, 1.93, -0.73], [-0.51, -2.04, -1.07], [0.43, -2.84, 0.68], [-2.29, -2.37, -1.26], [-3.20, -1.52, -0.65], [-4.56, -1.69, -0.84], [-5.01, -2.71, -1.66], [-4.11, -3.58, -2.25], [-2.75, -3.42, -2.04], [0.24, -2.78, -2.55], [0.68, -4.09, -2.39], [1.06, -4.82, -3.50], [0.99, -4.25, -4.76], [0.58, -2.94, -4.91], [0.21, -2.19, -3.80], [-3.16, 4.10, -3.02], [-2.33, 6.37, -3.58], [0.06, 6.72, -4.07], [1.63, 4.82, -3.98], [0.80, 2.56, -3.45], [-2.77, -1.04, -3.72], [-2.78, -2.26, -5.88], [-1.84, -1.19, -7.89], [-0.79, 1.03, -7.73], [-0.71, 2.22, -5.59], [-2.85, -0.72, -0.02], [-5.26, -1.02, -0.38], [-6.07, -2.83, -1.84], [-4.46, -4.38, -2.89], [-2.05, -4.11, -2.49], [0.72, -4.52, -1.40], [1.40, -5.84, -3.38], [1.25, -4.83, -5.63], [0.54, -2.49, -5.89], [-0.09, -1.16, -3.91], [2.29, 0.93, 0.93], [3.51, 0.66, 0.33], [4.35, -0.26, 1.19], [5.55, -0.01, 1.79], [5.99, -1.08, 2.60], [5.12, -2.11, 2.63], [3.75, -1.83, 1.64], [3.27, 0.08, -1.05], [3.57, -1.14, -1.57], [3.19, -1.26, -2.93], [2.61, -0.14, -3.42], [2.50, 1.09, -2.22], [4.23, 1.98, 0.15], [5.32, 2.27, -0.60], [5.70, 3.63, -0.51], [4.88, 4.34, 0.30], [3.64, 3.37, 0.99], [6.10, 0.90, 1.65], [6.92, -1.06, 3.13], [5.20, -3.03, 3.17], [4.05, -1.92, -1.03], [3.35, -2.15, -3.51], [2.25, 0.06, -4.41], [5.84, 1.54, -1.20], [6.54, 4.05, -1.04], [4.94, 5.38, 0.56], [-2.86, 1.51, 7.09], [-3.25, 1.21, 5.64], [-2.21, 1.66, 4.70], [-1.30, 0.91, 4.22], [-0.46, 1.51, 3.37], [-0.72, 2.79, 3.19], [0.02, 3.62, 2.45], [-2.10, 3.33, 4.12], [-3.60, 1.12, 7.77], [-2.77, 2.58, 7.25], [-1.90, 1.04, 7.32], [-4.20, 1.70, 5.41], [-3.37, 0.13, 5.50], [0.66, 3.19, 1.79], [-0.38, 4.51, 2.19]]
}

{
  "formula": "C27H57F8MnN7O19S8",
  "method": "wB97M-V/def2-TZVPD",
  "multiplicity": 6,
  "charge": -2,
  "s_squared": 8.754,
  "e_tot_ev": -217988.611,
  "gap_ha": [0.2916, 0.2895],
  "fmax_ev_per_a": 11.0,
  "species": ["Mn", "N", "S", "O", "O", "F", "S", "O", "O", "F", "N", "S", "O", "O", "F", "S", "O", "O", "F", "N", "S", "O", "O", "F", "S", "O", "O", "F", "N", "S", "O", "O", "F", "S", "O", "O", "F", "C", "C", "C", "C", "C", "C", "N", "O", "C", "C", "C", "H", "H", "H", "H", "H", "H", "H", "H", "H", "H", "H", "H", "H", "H", "H", "H", "H", "H", "H", "C", "C", "C", "C", "C", "C", "N", "O", "C", "C", "C", "H", "H", "H", "H", "H", "H", "H", "H", "H", "H", "H", "H", "H", "H", "H", "H", "H", "H", "H", "C", "C", "C", "C", "C", "C", "N", "O", "C", "C", "C", "H", "H", "H", "H", "H", "H", "H", "H", "H", "H", "H", "H", "H", "H", "H", "H", "H", "H", "H"],
  "positions_angstrom": [[-9.24, 26.07, 27.39], [-9.20, 24.92, 29.11], [-8.08, 24.18, 29.84], [-8.06, 22.66, 29.73], [-7.41, 24.88, 30.96], [-7.10, 24.58, 28.58], [-10.52, 24.64, 30.14], [-10.42, 24.16, 31.52], [-11.58, 24.02, 29.28], [-10.95, 26.18, 30.22], [-7.45, 27.02, 27.42], [-5.84, 26.68, 26.83], [-4.96, 26.13, 27.87], [-5.34, 27.33, 25.63], [-6.45, 25.36, 26.11], [-7.03, 28.41, 27.70], [-7.19, 29.36, 26.62], [-6.01, 28.67, 28.71], [-8.25, 28.83, 28.53], [-10.76, 26.57, 26.19], [-12.23, 25.66, 25.64], [-13.14, 26.25, 24.61], [-12.74, 24.87, 26.81], [-11.41, 24.56, 24.72], [-11.10, 27.81, 25.38], [-12.17, 28.60, 25.91], [-10.65, 27.92, 23.96], [-9.81, 28.48, 26.10], [-8.50, 21.49, 27.07], [-9.58, 22.74, 26.56], [-9.11, 24.13, 26.47], [-10.94, 22.58, 27.13], [-9.92, 22.24, 25.08], [-7.37, 21.57, 25.97], [-6.41, 22.59, 26.14], [-7.70, 21.00, 24.65], [-6.56, 20.31, 26.52], [1.39, 26.67, 23.42], [0.70, 27.98, 22.89], [-0.28, 27.57, 21.73], [-1.66, 26.90, 22.08], [-2.33, 27.84, 23.03], [-1.45, 28.24, 24.26], [-0.14, 28.79, 23.85], [0.73, 29.10, 24.83], [-2.27, 29.40, 24.89], [-1.50, 27.20, 25.43], [1.70, 28.84, 22.29], [0.65, 26.02, 23.87], [2.01, 26.97, 24.27], [1.93, 26.28, 22.56], [-0.51, 28.54, 21.28], [0.26, 26.90, 21.05], [-1.62, 25.92, 22.56], [-2.21, 26.78, 21.15], [-3.28, 27.35, 23.27], [-2.64, 28.73, 22.47], [-3.28, 29.09, 25.15], [-1.91, 29.78, 25.85], [-2.55, 30.20, 24.21], [-0.83, 26.36, 25.27], [-1.37, 27.61, 26.44], [-2.49, 26.77, 25.53], [2.28, 28.35, 21.51], [2.41, 29.23, 23.03], [1.36, 29.83, 21.98], [0.24, 29.76, 25.33], [-3.18, 26.40, 34.17], [-2.23, 25.31, 33.68], [-2.95, 23.97, 34.06], [-2.49, 22.76, 33.25], [-2.66, 22.99, 31.76], [-1.94, 24.28, 31.19], [-2.33, 25.36, 32.19], [-2.22, 26.64, 31.72], [-0.41, 23.99, 31.07], [-2.45, 24.56, 29.69], [-0.83, 25.43, 34.34], [-4.21, 26.31, 33.82], [-2.76, 27.40, 34.09], [-3.27, 26.14, 35.23], [-2.56, 23.75, 35.05], [-4.03, 23.94, 34.13], [-3.06, 21.87, 33.54], [-1.54, 22.42, 33.68], [-3.73, 22.96, 31.54], [-2.31, 22.09, 31.24], [0.22, 24.87, 31.19], [-0.01, 23.26, 31.77], [-0.26, 23.60, 30.06], [-3.53, 24.61, 29.55], [-2.10, 25.37, 29.06], [-2.38, 23.67, 29.06], [-0.37, 26.31, 33.88], [-0.10, 24.69, 34.00], [-0.83, 25.63, 35.42], [-1.26, 26.67, 31.63], [-7.73, 22.88, 21.85], [-7.31, 24.31, 21.94], [-5.76, 24.53, 21.71], [-5.29, 24.46, 20.28], [-6.08, 25.32, 19.41], [-7.60, 25.15, 19.51], [-7.98, 25.30, 20.98], [-9.41, 25.34, 21.13], [-8.23, 26.35, 18.82], [-8.08, 23.87, 18.77], [-7.58, 24.82, 23.38], [-7.26, 22.38, 21.00], [-8.79, 22.77, 21.63], [-7.34, 22.31, 22.69], [-5.49, 25.46, 22.21], [-5.17, 23.90, 22.37], [-5.45, 23.46, 19.86], [-4.25, 24.76, 20.11], [-5.65, 25.14, 18.42], [-5.99, 26.38, 19.65], [-7.50, 26.83, 18.17], [-8.95, 26.15, 18.02], [-8.63, 27.09, 19.52], [-8.04, 24.02, 17.69], [-7.31, 23.13, 18.96], [-9.05, 23.55, 19.14], [-7.56, 25.90, 23.24], [-6.76, 24.59, 24.06], [-8.48, 24.41, 23.83], [-9.57, 26.04, 21.77]]
}

{
  "formula": "C6H14FNSSi",
  "method": "wB97M-V/def2-TZVPD",
  "multiplicity": 1,
  "charge": 0,
  "e_tot_ev": -29368.257,
  "gap_ha": 0.2703,
  "fmax_ev_per_a": 1.6,
  "species": ["C", "Si", "C", "C", "C", "N", "C", "C", "S", "H", "H", "H", "H", "H", "H", "H", "H", "H", "H", "H", "H", "H", "H", "F"],
  "positions_angstrom": [[1.34, -1.50, 1.50], [1.30, -0.28, 0.05], [1.56, -1.18, -1.56], [2.58, 1.06, 0.31], [-0.49, 0.39, -0.01], [-1.19, 0.91, 0.99], [-2.56, 1.31, 0.63], [-2.90, 0.31, -0.44], [-1.40, 0.29, -1.47], [2.18, -1.26, 2.14], [1.45, -2.49, 1.07], [0.40, -1.50, 2.06], [1.56, -0.51, -2.42], [2.43, -1.82, -1.54], [0.69, -1.84, -1.69], [3.33, 0.68, 1.00], [3.10, 1.32, -0.61], [2.18, 1.99, 0.72], [-0.80, 1.03, 1.91], [-2.64, 2.37, 0.37], [-3.16, 1.08, 1.51], [-2.91, -0.68, 0.03], [-3.84, 0.45, -0.96], [-2.19, -0.14, -3.57]]
}

{
  "formula": "C6H11N",
  "method": "wB97M-V/def2-TZVPD",
  "multiplicity": 2,
  "charge": 1,
  "de_lowest_kcal_mol": 16.3,
  "s_squared": 0.766,
  "e_tot_ev": -7881.578,
  "gap_ha": [0.3867, 0.2654],
  "fmax_ev_per_a": 1.2,
  "species": ["C", "C", "C", "N", "C", "C", "C", "H", "H", "H", "H", "H", "H", "H", "H", "H", "H", "H"],
  "positions_angstrom": [[-3.41, -0.15, -0.69], [-2.21, -0.39, 0.13], [-1.04, 0.29, -0.08], [0.06, 0.02, 0.63], [1.34, 0.66, 0.31], [3.56, -0.28, -0.15], [2.53, -0.20, 0.66], [-4.17, 0.25, -0.01], [-3.27, 0.61, -1.44], [-3.82, -1.06, -1.12], [-2.33, -1.08, 0.96], [-0.82, 0.91, -0.93], [0.16, -0.92, 1.00], [1.39, 1.60, 0.86], [1.41, 0.92, -0.75], [3.56, 0.11, -1.17], [4.47, -0.81, 0.08], [2.60, -0.48, 1.71]]
}

{
  "formula": "C4H2N2O",
  "method": "wB97M-V/def2-TZVPD",
  "multiplicity": 1,
  "smiles": "N#CC#CC(N)=O",
  "charge": 0,
  "de_lowest_kcal_mol": 98.0,
  "e_tot_ev": -9202.490,
  "gap_ha": [0.3402, 0.3402],
  "fmax_ev_per_a": 2.7,
  "species": ["N", "C", "O", "C", "C", "C", "N", "H", "H"],
  "positions_angstrom": [[0.22, 0.35, -1.54], [0.73, 0.66, -0.33], [1.55, 1.53, -0.09], [0.28, -0.03, 0.85], [-0.22, -0.14, 1.98], [-1.47, -0.91, 1.91], [-1.29, -1.86, 1.25], [-0.39, -0.44, -1.70], [0.61, 0.84, -2.33]]
}

{
  "formula": "C39H47N7O2Pt",
  "method": "wB97M-V/def2-TZVPD",
  "multiplicity": 2,
  "charge": -1,
  "de_lowest_kcal_mol": 27.0,
  "s_squared": 0.755,
  "e_tot_ev": -58978.939,
  "gap_ha": [0.1732, 0.1888],
  "fmax_ev_per_a": 0.7,
  "species": ["Pt", "C", "N", "C", "C", "C", "C", "C", "N", "C", "C", "C", "C", "C", "C", "H", "H", "H", "H", "H", "H", "H", "H", "H", "H", "H", "C", "C", "C", "C", "C", "C", "C", "C", "N", "C", "C", "C", "C", "C", "C", "C", "C", "C", "C", "H", "H", "H", "H", "H", "H", "H", "H", "H", "H", "H", "H", "H", "H", "H", "H", "H", "H", "H", "H", "H", "H", "H", "H", "C", "N", "C", "C", "O", "N", "C", "N", "H", "H", "H", "H", "H", "H", "H", "O", "N", "C", "C", "C", "C", "C", "H", "H", "H", "H", "H"],
  "positions_angstrom": [[0.29, 1.09, -1.31], [3.27, -0.32, -1.98], [2.40, 0.85, -2.01], [2.87, 1.93, -2.53], [2.02, 3.04, -2.78], [2.27, 4.34, -3.24], [1.03, 4.98, -3.27], [0.09, 4.03, -2.82], [0.69, 2.87, -2.53], [3.28, -1.09, -0.68], [2.10, -1.63, -0.18], [2.10, -2.39, 0.97], [3.29, -2.62, 1.65], [4.47, -2.08, 1.17], [4.47, -1.32, 0.01], [4.29, -0.03, -2.25], [2.91, -1.01, -2.75], [3.92, 1.98, -2.83], [3.23, 4.75, -3.50], [0.82, 6.00, -3.56], [-0.98, 4.15, -2.69], [1.18, -1.41, -0.70], [1.17, -2.78, 1.36], [3.29, -3.20, 2.57], [5.40, -2.24, 1.71], [5.39, -0.90, -0.37], [-3.19, -2.81, -1.01], [-2.58, -2.15, 0.20], [-3.02, -2.51, 1.49], [-2.43, -1.87, 2.57], [-2.84, -2.25, 3.98], [-1.45, -0.90, 2.41], [-1.00, -0.47, 1.12], [-1.60, -1.20, 0.04], [-0.07, 0.45, 0.82], [0.52, 1.32, 1.85], [1.44, 0.55, 2.82], [2.07, 1.50, 3.85], [2.95, 2.52, 3.12], [2.08, 3.31, 2.15], [1.00, 4.07, 2.93], [0.12, 3.05, 3.65], [0.97, 2.23, 4.62], [-0.54, 2.12, 2.63], [1.41, 2.37, 1.15], [-3.20, -3.90, -0.92], [-2.63, -2.55, -1.91], [-4.23, -2.49, -1.15], [-3.79, -3.26, 1.63], [-3.58, -3.05, 3.97], [-3.27, -1.40, 4.51], [-1.98, -2.59, 4.56], [-1.04, -0.47, 3.31], [-1.24, -0.96, -0.96], [2.22, 0.05, 2.24], [0.89, -0.23, 3.35], [2.69, 0.92, 4.55], [3.74, 2.00, 2.57], [3.43, 3.19, 3.84], [2.70, 4.02, 1.60], [0.40, 4.66, 2.23], [1.46, 4.76, 3.64], [-0.66, 3.58, 4.21], [0.34, 1.51, 5.16], [1.42, 2.90, 5.37], [-1.13, 2.69, 1.91], [-1.23, 1.46, 3.15], [2.17, 1.84, 0.56], [0.79, 2.94, 0.46], [-5.03, 0.12, -3.04], [-4.02, 0.71, -2.20], [-4.30, 1.75, -1.24], [-2.88, 2.19, -0.83], [-2.65, 3.03, 0.00], [-1.98, 1.47, -1.58], [-2.67, 0.67, -2.37], [-2.06, -0.12, -3.26], [-5.83, -0.28, -2.43], [-4.62, -0.70, -3.63], [-5.45, 0.85, -3.74], [-4.85, 1.38, -0.38], [-4.84, 2.59, -1.69], [-1.07, -0.32, -3.08], [-2.58, -0.83, -3.73], [0.26, -1.94, -2.99], [0.17, -3.21, -2.85], [0.31, -4.02, -3.93], [0.27, -5.39, -3.80], [0.08, -5.96, -2.55], [-0.08, -5.12, -1.47], [-0.04, -3.76, -1.63], [0.46, -3.49, -4.85], [0.39, -5.99, -4.69], [0.07, -7.04, -2.43], [-0.24, -5.50, -0.47], [-0.20, -3.04, -0.83]]
}

{
  "formula": "C27H36BFeN12O2S",
  "method": "wB97M-V/def2-TZVPD",
  "multiplicity": 6,
  "charge": 2,
  "de_lowest_kcal_mol": 9.5,
  "s_squared": 8.762,
  "e_tot_ev": -96449.592,
  "gap_ha": [0.3126, 0.2202],
  "fmax_ev_per_a": 1.0,
  "species": ["Fe", "C", "C", "C", "C", "N", "N", "B", "N", "C", "C", "C", "C", "N", "N", "C", "C", "C", "C", "N", "N", "C", "C", "C", "C", "N", "H", "H", "H", "H", "H", "H", "H", "H", "H", "H", "H", "H", "H", "H", "H", "H", "H", "H", "H", "H", "O", "C", "N", "C", "O", "C", "C", "C", "C", "N", "C", "H", "H", "H", "H", "H", "H", "H", "H", "S", "C", "N", "C", "C", "C", "N", "H", "H", "H", "H", "H", "H", "H", "H"],
  "positions_angstrom": [[-0.09, -0.31, 0.32], [3.16, -1.79, -0.15], [2.58, -0.88, -1.18], [3.13, -0.51, -2.41], [2.21, 0.35, -2.97], [1.18, 0.49, -2.14], [1.40, -0.26, -1.03], [-0.12, 1.37, -2.27], [-1.41, 0.46, -2.09], [-2.44, 0.26, -2.90], [-3.36, -0.57, -2.27], [-2.81, -0.84, -1.02], [-3.38, -1.63, 0.11], [-1.62, -0.22, -0.93], [-0.09, 2.32, -1.05], [-0.09, 3.66, -0.97], [-0.03, 4.01, 0.36], [-0.01, 2.82, 1.06], [0.04, 2.70, 2.55], [-0.04, 1.78, 0.21], [-0.16, 1.99, -3.63], [-0.16, 1.33, -4.82], [-0.19, 2.26, -5.82], [-0.21, 3.51, -5.15], [-0.23, 4.87, -5.75], [-0.19, 3.33, -3.84], [4.23, -1.89, -0.32], [3.02, -1.39, 0.85], [2.72, -2.78, -0.20], [4.08, -0.82, -2.82], [2.24, 0.89, -3.91], [-2.48, 0.74, -3.87], [-4.30, -0.91, -2.66], [-4.38, -1.97, -0.14], [-2.77, -2.50, 0.35], [-3.45, -1.02, 1.01], [-0.12, 4.24, -1.88], [-0.01, 5.01, 0.77], [0.11, 3.70, 2.97], [-0.87, 2.24, 2.93], [0.90, 2.13, 2.89], [-0.14, 0.25, -4.86], [-0.20, 2.08, -6.88], [-0.26, 4.81, -6.84], [-1.11, 5.42, -5.42], [0.65, 5.44, -5.46], [-3.48, -3.11, -4.95], [-2.72, -4.25, -4.61], [-2.08, -3.89, -3.36], [-1.22, -4.73, -2.75], [-0.90, -5.81, -3.19], [-0.66, -4.26, -1.43], [-0.29, -5.20, -0.48], [0.23, -4.76, 0.73], [0.35, -3.40, 0.95], [0.00, -2.48, 0.04], [-0.47, -2.92, -1.14], [-3.98, -3.30, -5.75], [-1.96, -4.48, -5.36], [-3.35, -5.14, -4.46], [-2.41, -3.04, -2.93], [-0.39, -6.25, -0.71], [0.54, -5.45, 1.49], [0.74, -3.02, 1.88], [-0.66, -2.17, -1.89], [-0.44, -0.65, 2.57], [-0.10, -0.12, 4.19], [1.05, -0.45, 4.76], [1.37, -0.11, 6.16], [0.63, 1.16, 6.55], [-0.85, 1.02, 6.24], [-1.02, 0.56, 4.85], [1.70, -0.98, 4.22], [2.45, 0.03, 6.22], [1.09, -0.94, 6.80], [1.05, 2.01, 6.00], [0.76, 1.35, 7.61], [-1.36, 1.97, 6.32], [-1.33, 0.31, 6.91], [-1.89, 0.72, 4.38]]
}

{
  "formula": "C2H2BrNO2",
  "method": "wB97M-V/def2-TZVPD",
  "multiplicity": 1,
  "smiles": "C=NOC(=O)Br",
  "charge": 0,
  "de_lowest_kcal_mol": 53.8,
  "e_tot_ev": -77731.001,
  "gap_ha": 0.4001,
  "fmax_ev_per_a": 3.9,
  "species": ["C", "C", "N", "O", "O", "Br", "H", "H"],
  "positions_angstrom": [[-0.27, 0.32, -0.09], [-3.60, -1.13, 0.01], [-1.46, -0.02, 0.28], [-2.29, -1.13, -0.21], [-4.24, -2.10, 0.14], [-4.23, 0.65, -0.03], [0.13, 1.15, 0.52], [0.47, -0.08, -0.88]]
}